{"formula": "CH12N2O3", "method": "ωB97M-V/def2-TZVPD", "elements": ["N", "C", "N", "H", "H", "H", "H", "H", "H", "H", "H", "O", "H", "H", "O", "H", "H", "O"], "positions_angstrom": [[0.37053, 0.95680, 1.48611], [1.16742, 2.30722, 1.55943], [2.67566, 2.19145, 1.81030], [0.40944, 0.54779, 2.48490], [1.03277, 0.27372, 1.12035], [0.74330, 2.98430, 2.25289], [1.01174, 2.76266, 0.64513], [2.98642, 1.48041, 2.56548], [3.18186, 3.05487, 1.82129], [-1.76536, -1.46478, -1.13584], [-1.59401, -0.98330, -2.60002], [-1.84927, -1.75426, -2.00687], [-1.48066, 0.71797, 1.03993], [-2.59543, 1.33344, 0.14606], [-2.41318, 0.78298, 0.95405], [-0.32492, -5.63789, -4.47100], [-0.68473, -4.32122, -3.87335], [-0.87157, -5.23215, -3.79883]], "e_above_lowest_kj_mol": 147.0, "total_energy_ev": -10353.2384, "e_homo_ev": -9.578, "smiles": "NCN.O.O.O", "total_charge": 0}